{"formula": "C4H8FeO", "method": "ωB97M-V with the def2-TZVPD basis set", "species": ["H", "C", "C", "C", "H", "H", "H", "H", "H", "C", "O", "Fe", "H", "H"], "xyz": [[1.10, 1.26, -0.20], [0.16, 1.25, 0.64], [-0.58, 0.11, 1.46], [0.10, -0.55, 0.39], [0.34, 2.11, 1.29], [-0.44, 1.28, -0.27], [-1.66, 0.18, 1.37], [-0.18, -0.01, 2.47], [1.16, -0.75, 0.55], [-0.40, -1.02, -0.94], [0.34, -0.41, -1.93], [1.90, -0.56, -2.99], [-1.47, -0.75, -1.02], [-0.35, -2.12, -0.81]], "mulliken_charge": [0.349, -0.951, -0.285, -0.119, 0.436, 0.355, 0.254, 0.311, 0.449, -0.375, -0.566, 0.495, 0.312, 0.334], "spin_multiplicity": 6, "s2": 8.754, "orbital_gap_ev": [6.45, 9.46], "lumo_energy_ev": [-4.64, -4.72], "e_homo_ha": [-0.40767, -0.52081], "total_charge": 1}



{"formula": "C9H25As2BF12NNaO", "method": "ωB97M-V with the def2-TZVPD basis set", "species": ["Na", "B", "H", "H", "H", "H", "As", "F", "F", "F", "F", "F", "F", "As", "F", "F", "F", "F", "F", "F", "C", "C", "N", "C", "C", "C", "C", "H", "H", "H", "H", "H", "H", "H", "H", "H", "H", "H", "H", "H", "H", "H", "C", "C", "O", "C", "H", "H", "H", "H", "H", "H"], "xyz": [[-0.23, 0.84, -0.40], [-1.66, 2.89, -0.84], [-2.36, 2.31, -0.09], [-2.11, 3.92, -1.15], [-0.70, 3.07, -0.23], [-1.44, 2.21, -1.74], [2.07, 0.79, -3.84], [1.11, 1.13, -2.39], [3.36, 1.76, -3.15], [3.08, 0.47, -5.24], [0.78, -0.14, -4.55], [1.43, 2.22, -4.60], [2.67, -0.67, -3.09], [0.06, 2.00, 3.47], [0.74, 0.39, 3.75], [1.68, 2.58, 3.20], [-0.61, 3.58, 3.25], [-1.55, 1.32, 3.68], [0.19, 2.28, 5.20], [-0.07, 1.66, 1.75], [-1.46, -1.12, -2.70], [-2.39, -1.05, -1.49], [-1.69, -1.14, -0.21], [-2.55, -0.65, 0.87], [-3.80, -1.50, 1.18], [-1.14, -2.48, -0.05], [-0.51, -2.67, 1.33], [-1.75, -0.46, -3.50], [-1.34, -2.14, -3.07], [-0.41, -0.90, -2.46], [-3.03, -0.16, -1.55], [-3.15, -1.85, -1.59], [-2.01, -0.54, 1.81], [-2.85, 0.36, 0.59], [-4.41, -1.59, 0.27], [-3.55, -2.53, 1.45], [-4.43, -1.03, 1.93], [-0.38, -2.66, -0.81], [-1.92, -3.25, -0.13], [0.38, -2.06, 1.47], [-0.17, -3.71, 1.39], [-1.25, -2.62, 2.13], [4.09, 0.34, -0.23], [3.14, 0.14, 0.93], [1.94, 0.14, 0.78], [3.72, -0.11, 2.29], [3.55, 0.56, -1.14], [4.61, -0.61, -0.41], [4.77, 1.15, 0.03], [4.41, -0.96, 2.29], [2.88, -0.33, 2.94], [4.20, 0.80, 2.66]], "mulliken_charge": [-0.038, 1.127, -0.439, -0.281, -0.359, -0.388, 1.984, -0.449, -0.496, -0.538, -0.481, -0.499, -0.490, 2.033, -0.506, -0.511, -0.484, -0.502, -0.537, -0.366, -1.068, -0.788, 0.992, -0.342, -1.522, -0.713, -1.121, 0.285, 0.429, 0.016, 0.569, 0.411, 0.286, 0.158, 0.296, 0.281, 0.462, 0.396, 0.337, 0.044, 0.446, 0.302, -0.791, 0.647, -0.140, -1.152, -0.099, 0.321, 0.400, 0.379, 0.190, 0.307], "orbital_gap_ev": 7.30, "lumo_energy_ev": 4.05, "e_homo_ha": -0.11963, "total_charge": -2}



{"formula": "C3H3N3O", "method": "ωB97M-V with the def2-TZVPD basis set", "species": ["N", "C", "C", "C", "O", "H", "H", "H", "N", "N"], "xyz": [[1.99, 0.20, 0.11], [0.82, -0.09, 0.05], [-0.29, -0.80, -0.05], [-1.68, -0.63, 0.31], [-2.20, 0.35, 0.80], [2.60, -0.16, -0.60], [0.06, -1.77, -0.39], [-2.26, -1.55, 0.13], [0.93, 2.44, -0.48], [0.09, 2.01, 0.09]], "mulliken_charge": [-0.501, 0.668, -0.549, 0.072, -0.515, 0.281, 0.265, 0.285, -0.177, 0.170], "smiles": "N=C=CC=O.N#N", "orbital_gap_ev": 8.66, "lumo_energy_ev": -0.53, "de_lowest_ev": 2.593, "e_homo_ha": -0.33807, "total_charge": 0}



{"formula": "C15H25ILaNO4P2S", "method": "ωB97M-V with the def2-TZVPD basis set", "species": ["C", "I", "H", "H", "H", "La", "P", "C", "C", "H", "H", "H", "H", "H", "H", "C", "H", "H", "H", "P", "C", "C", "H", "H", "H", "C", "H", "H", "H", "H", "H", "H", "C", "O", "O", "C", "N", "S", "O", "O", "C", "C", "C", "C", "C", "C", "H", "H", "H", "H"], "xyz": [[-0.47, 3.24, -1.21], [-0.56, -2.70, -1.73], [-1.11, 3.37, -2.10], [0.53, 3.68, -1.39], [-0.96, 3.63, -0.30], [-0.13, 0.12, -0.57], [1.66, 1.15, -2.73], [3.37, 1.11, -2.05], [1.67, -0.34, -3.82], [2.28, -0.15, -4.72], [2.45, 2.27, -4.78], [0.63, -0.56, -4.12], [0.72, 2.54, -4.46], [3.46, 0.28, -1.34], [2.05, -1.22, -3.28], [1.71, 2.47, -3.99], [4.11, 1.01, -2.85], [1.92, 3.44, -3.54], [3.55, 2.04, -1.50], [-2.56, 1.38, 0.73], [-2.37, 1.64, 2.55], [-3.79, 2.67, 0.36], [-3.61, -0.21, -0.76], [-4.70, 0.13, 0.63], [-3.30, -0.99, 0.83], [-3.66, -0.07, 0.34], [-3.95, 2.67, -0.72], [-4.76, 2.48, 0.86], [-3.26, 1.38, 3.13], [-2.13, 2.70, 2.70], [-3.42, 3.66, 0.65], [-1.52, 1.05, 2.91], [1.01, 2.11, 0.61], [1.63, 2.94, 1.12], [-2.08, -1.78, 2.23], [-0.84, -1.78, 2.08], [-0.05, -0.70, 1.65], [1.60, -0.87, 1.82], [2.09, -0.55, 0.45], [2.03, -0.07, 2.94], [1.42, -2.63, 2.11], [2.39, -3.61, 2.11], [1.93, -4.92, 2.34], [0.56, -5.22, 2.51], [-0.42, -4.22, 2.48], [0.06, -2.92, 2.32], [3.44, -3.33, 1.92], [2.67, -5.71, 2.31], [0.23, -6.24, 2.68], [-1.51, -4.38, 2.57]], "mulliken_charge": [-1.330, 0.129, 0.323, 0.512, 0.545, 1.549, 0.757, -1.166, -1.250, 0.366, 0.433, 0.369, 0.385, 0.279, 0.352, -1.277, 0.456, 0.367, 0.353, 0.664, -1.218, -1.272, 0.406, 0.392, 0.241, -1.127, 0.376, 0.439, 0.420, 0.392, 0.400, 0.299, 0.262, -0.229, -0.666, 0.317, -0.069, 0.725, -0.470, -0.611, 0.566, -0.657, -0.563, -0.511, -0.750, 0.261, 0.475, 0.425, 0.444, 0.488], "orbital_gap_ev": [6.99, 4.38], "lumo_energy_ev": [-8.29, -10.85], "de_lowest_ev": 1.548, "e_homo_ha": [-0.56155, -0.55998], "total_charge": 2}



{"formula": "C2H8N2S2", "method": "ωB97M-V with the def2-TZVPD basis set", "species": ["H", "N", "C", "N", "H", "H", "H", "C", "S", "S", "H", "H", "H", "H"], "xyz": [[3.24, -2.28, 2.19], [2.24, -2.43, 2.25], [1.62, -1.36, 1.96], [2.12, -0.24, 1.36], [0.56, -1.29, 2.19], [3.12, -0.08, 1.40], [1.61, 0.63, 1.35], [-0.51, -0.64, -1.92], [-0.33, 0.95, -1.12], [-2.33, 1.27, -0.52], [-1.44, -1.12, -1.65], [-0.51, -0.66, -3.02], [0.29, -1.28, -1.58], [-1.98, 1.50, 0.75]], "mulliken_charge": [0.195, -0.611, 0.094, -0.422, 0.340, 0.200, 0.215, -0.769, -0.082, -0.199, 0.307, 0.315, 0.268, 0.148], "smiles": "[H]/N=C\\N.CSS", "orbital_gap_ev": 9.09, "lumo_energy_ev": 0.30, "de_lowest_ev": 0.545, "e_homo_ha": -0.32272, "total_charge": 0}